--- P ---
Molecular formula: C21H23N3O4
Method: DFT, ωB97M-V with the def2-TZVPD basis set

Element x y z (Å)
H  1.319  1.997  -2.333
C  0.261  4.359  -2.955
C  0.476  1.600  -1.386
C  1.006  -3.570  0.732
H  -1.903  -3.639  2.368
C  1.248  -7.325  2.747
H  1.055  -7.448  3.747
H  1.854  0.187  -0.875
N  -0.046  -0.200  -0.045
C  -0.076  -4.066  1.500
H  1.428  1.550  1.310
H  3.570  5.410  -4.320
H  -4.074  0.630  1.881
C  -0.383  1.029  0.923
C  2.568  5.250  -3.807
C  0.927  -2.333  0.316
C  -4.449  -0.167  2.131
O  -0.995  -5.706  2.924
O  -3.225  -1.686  3.511
H  0.427  -8.012  2.207
H  1.925  -1.873  -0.338
O  0.913  -6.017  2.042
H  -0.658  1.532  -1.822
H  -4.860  -0.528  1.227
H  -0.649  0.483  1.743
C  0.768  0.286  -1.094
C  0.078  -1.481  0.409
C  -3.217  -1.031  2.432
H  -0.506  5.069  -4.788
C  -1.373  -3.216  1.772
H  -2.385  -0.488  0.544
C  -1.161  -1.945  1.057
H  0.178  2.778  1.637
C  2.510  4.736  -2.533
H  1.809  5.807  -5.421
C  -0.080  -5.285  2.275
C  1.310  4.290  -1.983
C  1.311  3.688  -0.730
H  -0.604  4.233  -2.526
H  -5.175  -0.271  2.809
H  0.559  -0.431  -1.862
H  -1.424  1.266  0.225
O  1.521  4.608  0.358
C  1.604  5.287  -4.615
H  1.895  -4.262  0.640
C  0.573  1.911  0.856
H  2.186  -7.800  2.535
N  0.576  2.584  -0.438
H  3.605  4.491  -1.926
C  0.243  4.943  -4.262
N  -2.461  -1.225  1.202

Output
LUMO ... -0.188 eV
HOMO ... -8.23 eV
Kohn-Sham gap ... 8.0417 eV
Structure (SMILES) ... COC(=O)c1ccc(N2CCN(C(=O)c3ccccc3)CC2)c(NC(C)=O)c1

Per-atom Mulliken charges, elementary charge units:
1 H 0.248
2 C -0.026
3 C -0.517
4 C -1.513
5 H 1.093
6 C -0.705
7 H 0.316
8 H 0.359
9 N 0.167
10 C 0.432
11 H 0.415
12 H 0.228
13 H 0.615
14 C -0.601
15 C -0.565
16 C 1.048
17 C -1.795
18 O -0.655
19 O -0.605
20 H 0.268
21 H -0.087
22 O -0.326
23 H 0.099
24 H 0.425
25 H 0.881
26 C -1.208
27 C 0.387
28 C 0.811
29 H 0.711
30 C -1.508
31 H 0.488
32 C 0.029
33 H 0.325
34 C 0.204
35 H 0.490
36 C 0.664
37 C 0.174
38 C 0.263
39 H 0.598
40 H 0.413
41 H 0.599
42 H 0.139
43 O -0.664
44 C -0.288
45 H 0.365
46 C -1.367
47 H 0.283
48 N 0.555
49 H 0.140
50 C -1.442
51 N -0.366

***

--- Q ---
Molecular formula: C21H23N3O4
Method: DFT, ωB97M-V with the def2-TZVPD basis set

Element x y z (Å)
C  -4.726  0.427  1.057
H  1.662  4.139  -1.959
C  -4.668  -0.754  0.338
C  -2.447  0.923  0.463
H  -3.655  2.182  1.668
C  -0.195  -1.132  0.107
C  5.083  -1.621  1.471
N  -0.591  2.034  -0.572
H  3.768  0.719  2.109
C  -2.360  -0.293  -0.237
O  -1.066  2.499  1.588
C  2.340  1.719  0.873
O  -1.148  -0.657  -0.825
C  -3.620  1.257  1.114
H  1.885  1.147  -2.422
C  0.638  2.809  -0.610
H  -2.377  -1.878  -2.618
C  3.350  0.809  1.118
H  -1.663  -3.039  -1.471
C  -3.469  -1.133  -0.317
H  0.707  -1.347  -0.463
H  -0.548  -2.044  0.601
H  -6.783  -1.297  1.932
C  5.861  -1.269  -0.536
H  -0.096  4.335  -1.937
O  -3.553  -2.325  -0.964
H  0.028  -0.381  0.871
H  -3.048  -3.525  -2.474
H  4.431  -1.556  2.317
H  6.675  -3.080  1.891
H  -5.628  0.717  1.568
H  0.581  3.494  0.244
H  -0.744  1.382  -1.328
H  3.666  -0.470  -1.996
C  2.294  1.068  -1.427
O  -5.690  -1.636  0.200
N  6.668  -2.143  -0.011
C  0.713  3.610  -1.905
H  0.624  2.962  -2.774
H  1.956  2.321  1.682
C  6.190  -2.381  1.240
C  -1.299  1.874  0.570
C  1.804  1.867  -0.401
H  -7.355  -0.427  0.480
C  -6.908  -1.357  0.847
H  5.973  -0.848  -1.515
C  3.841  0.018  0.083
N  4.865  -0.906  0.320
H  -7.564  -2.191  0.605
C  3.303  0.154  -1.193
C  -2.595  -2.697  -1.928

Output
LUMO ... 0.579 eV
HOMO ... -8.28 eV
Kohn-Sham gap ... 8.8641 eV
Structure (SMILES) ... COc1ccc(C(=O)N[C@H](C)c2ccc(-n3ccnc3)cc2)c(OC)c1OC

Per-atom Mulliken charges, elementary charge units:
1 C -0.582
2 H 0.386
3 C 0.896
4 C 0.363
5 H 0.467
6 C -0.720
7 C -0.319
8 N 0.034
9 H 0.476
10 C 0.777
11 O -0.686
12 C -0.720
13 O -0.573
14 C -1.413
15 H 0.221
16 C -0.506
17 H 0.308
18 C -0.397
19 H 0.213
20 C 0.662
21 H 0.215
22 H 0.398
23 H 0.380
24 C -0.084
25 H 0.435
26 O -0.474
27 H 0.299
28 H 0.312
29 H 0.393
30 H 0.400
31 H 0.384
32 H 0.571
33 H 0.371
34 H 0.386
35 C -0.369
36 O -0.416
37 N -0.671
38 C -1.573
39 H 0.286
40 H 0.403
41 C -0.478
42 C 0.052
43 C 0.541
44 H 0.371
45 C -0.959
46 H 0.367
47 C 0.735
48 N 0.102
49 H 0.241
50 C -0.758
51 C -0.745

***

Stability summary - winner: Q; margin: 1419.0 kJ/mol.

***

--- P ---
Molecular formula: CH5F3N3
Method: DFT, ωB97M-V with the def2-TZVPD basis set

Element x y z (Å)
H  -0.889  -1.130  -1.302
H  1.103  1.308  -0.792
F  -2.897  -0.470  -0.117
H  0.826  1.308  0.929
N  -1.724  -0.121  0.385
H  1.387  -1.261  -0.287
N  -0.770  -0.797  -0.311
F  2.552  0.649  0.228
F  -1.676  1.269  -0.056
H  0.471  -0.929  1.135
N  1.119  0.821  0.055
C  0.498  -0.646  0.133

Output
LUMO ... -5.054 eV
HOMO ... -15.85 eV
Kohn-Sham gap ... 10.8009 eV
Structure (SMILES) ... F[NH2+]CNN(F)F
Net charge ... +1

Per-atom Mulliken charges, elementary charge units:
1 H 0.314
2 H 0.310
3 F -0.112
4 H 0.407
5 N 0.125
6 H 0.395
7 N -0.092
8 F -0.130
9 F -0.232
10 H 0.434
11 N 0.049
12 C -0.467

***

--- Q ---
Molecular formula: CH5F3N3
Method: DFT, ωB97M-V with the def2-TZVPD basis set

Element x y z (Å)
H  -0.837  3.179  -1.202
H  -1.600  0.319  -0.321
H  -1.306  -1.319  1.498
H  0.765  0.898  -1.417
H  0.062  0.721  0.582
N  1.234  -1.458  1.609
F  1.458  -2.704  1.683
N  0.356  -0.052  -1.143
N  -0.840  -1.215  0.615
C  -0.551  -0.053  -0.069
F  1.352  -0.958  -0.929
F  -0.095  2.643  -0.905

Output
LUMO (alpha / beta) ... -6.716 / -8.157 eV
HOMO (alpha / beta) ... -14.72 / -14.78 eV
Kohn-Sham gap (alpha / beta) ... 8.0015 / 6.6245 eV
Net charge ... +1

Per-atom Mulliken charges, elementary charge units:
1 H 0.420
2 H 0.309
3 H 0.327
4 H 0.375
5 H 0.344
6 N 0.165
7 F 0.053
8 N 0.010
9 N -0.473
10 C -0.031
11 F -0.084
12 F -0.416

***

Stability summary - winner: P; margin: 369.9 kJ/mol.